{"formula": "C38H46N2O7ReSSe", "method": "wB97M-V/def2-TZVPD", "gap_ev": [6.80, 6.29], "energy_ev": -135772.8982, "spin_multiplicity": 2, "total_charge": 0, "symbols": ["Re", "C", "C", "C", "C", "C", "C", "C", "C", "C", "C", "C", "C", "N", "C", "C", "C", "C", "C", "C", "C", "N", "C", "C", "C", "C", "C", "C", "C", "C", "C", "C", "C", "C", "H", "H", "H", "H", "H", "H", "H", "H", "H", "H", "H", "H", "H", "H", "H", "H", "H", "H", "H", "H", "H", "H", "H", "H", "H", "H", "H", "H", "H", "H", "H", "H", "H", "H", "H", "H", "H", "H", "H", "O", "Se", "O", "O", "O", "C", "C", "C", "C", "C", "C", "C", "S", "O", "O", "O", "H", "H", "H", "H", "H", "H", "H"], "coordinates": [[-1.688, -0.080, -0.462], [-4.206, 1.979, 1.184], [-4.425, 0.485, 1.425], [-4.275, -0.466, 0.235], [-3.637, -0.010, 2.611], [-4.367, -0.363, 3.736], [-3.749, -0.835, 4.878], [-2.384, -1.008, 4.861], [-1.597, -0.688, 3.752], [-0.143, -1.138, 3.917], [0.683, -0.185, 4.782], [0.595, -1.575, 2.660], [-2.236, -0.117, 2.638], [-1.423, 0.384, 1.529], [-0.532, 1.250, 1.912], [0.665, 1.578, 1.190], [1.691, 2.134, 1.981], [2.994, 2.185, 1.556], [3.307, 1.644, 0.307], [2.314, 1.163, -0.513], [0.960, 1.173, -0.129], [-0.040, 0.819, -1.043], [0.253, 1.324, -2.434], [0.837, 2.715, -2.396], [1.967, 3.012, -3.088], [2.661, 2.036, -3.821], [2.153, 0.729, -3.902], [0.999, 0.339, -3.286], [0.416, -1.030, -3.535], [-0.400, -1.042, -4.837], [1.482, -2.130, -3.624], [0.031, 3.774, -1.676], [0.894, 4.633, -0.749], [-0.706, 4.674, -2.674], [-4.764, 2.325, 0.316], [-3.161, 2.240, 1.033], [-4.566, 2.519, 2.062], [-5.477, 0.387, 1.714], [-3.318, -1.044, 0.208], [-4.481, -0.002, -0.723], [-4.951, -1.315, 0.345], [-5.444, -0.264, 3.706], [-4.330, -1.106, 5.749], [-1.892, -1.450, 5.718], [-0.256, -2.053, 4.507], [0.912, 0.741, 4.259], [1.633, -0.653, 5.042], [0.166, 0.068, 5.708], [1.135, -0.770, 2.170], [-0.101, -2.016, 1.954], [1.331, -2.340, 2.914], [-0.605, 1.632, 2.925], [1.434, 2.483, 2.970], [3.765, 2.598, 2.190], [4.334, 1.608, -0.029], [2.578, 0.750, -1.474], [2.341, 4.027, -3.072], [3.567, 2.295, -4.348], [2.683, 0.004, -4.503], [-0.262, -1.279, -2.717], [0.259, -0.838, -5.684], [-1.198, -0.304, -4.850], [-0.845, -2.026, -4.976], [1.902, -2.185, -4.630], [1.030, -3.096, -3.401], [2.306, -1.976, -2.928], [-0.724, 3.264, -1.066], [1.551, 5.288, -1.324], [1.512, 4.030, -0.090], [0.258, 5.270, -0.135], [0.010, 5.182, -3.323], [-1.272, 5.436, -2.137], [-1.393, 4.115, -3.305], [-3.584, 1.830, -3.737], [-2.600, 1.173, -2.678], [-1.019, 1.615, -3.154], [-2.571, -0.466, -2.496], [-2.765, 1.649, -1.069], [5.028, -3.797, 0.683], [3.544, -3.712, 0.465], [2.991, -2.650, -0.244], [1.623, -2.547, -0.427], [0.789, -3.509, 0.115], [1.314, -4.578, 0.825], [2.687, -4.676, 0.989], [-0.968, -3.434, -0.053], [-1.544, -3.640, 1.248], [-1.350, -4.310, -1.121], [-1.171, -1.991, -0.513], [5.574, -3.511, -0.216], [5.329, -4.806, 0.958], [5.341, -3.127, 1.484], [3.641, -1.886, -0.655], [1.203, -1.709, -0.963], [0.651, -5.315, 1.256], [3.098, -5.512, 1.540]]}